[1]
{
  "formula": "C6H12O",
  "method": "ωB97M-V/def2-TZVPD",
  "total_energy_ha": -310.9343,
  "homo_lumo_gap_ev": 10.7,
  "e_lumo_ev": 1.17,
  "elements": ["H", "C", "C", "H", "C", "C", "H", "H", "C", "H", "H", "H", "C", "O", "H", "H", "H", "H", "H"],
  "xyz": [[0.870, -0.177, -1.626], [1.725, 1.285, -0.097], [2.511, 0.338, 0.321], [3.459, -0.177, 0.231], [-1.056, -0.043, 1.178], [0.137, 0.010, -2.402], [-1.825, -1.958, 1.838], [-3.065, -0.762, 1.414], [1.215, 0.446, 1.021], [-1.349, 0.771, 0.494], [0.527, 0.743, -3.114], [1.157, 0.868, 2.030], [-2.082, -1.159, 1.136], [0.223, -0.534, 0.826], [-0.778, 0.399, -1.943], [1.540, 2.086, -0.800], [-0.072, -0.933, -2.908], [-1.015, 0.387, 2.192], [-2.158, -1.590, 0.133]]
}

[2]
{
  "formula": "C42H98N14O14",
  "method": "ωB97M-V/def2-TZVPD",
  "total_energy_ha": -3478.9405,
  "homo_lumo_gap_ev": 8.5,
  "e_lumo_ev": 0.11,
  "elements": ["C", "H", "H", "H", "H", "H", "C", "C", "H", "H", "C", "C", "H", "H", "H", "H", "H", "H", "H", "C", "N", "C", "H", "C", "O", "C", "H", "C", "C", "H", "O", "H", "N", "H", "H", "H", "C", "H", "C", "H", "C", "O", "O", "O", "H", "H", "H", "H", "H", "H", "H", "H", "H", "H", "H", "H", "H", "C", "H", "H", "N", "C", "C", "N", "C", "H", "O", "H", "C", "N", "H", "H", "C", "H", "H", "H", "H", "H", "C", "H", "N", "H", "H", "H", "O", "O", "H", "C", "H", "H", "H", "H", "C", "H", "H", "H", "O", "C", "H", "H", "N", "H", "C", "C", "O", "N", "H", "H", "H", "C", "H", "O", "C", "H", "H", "H", "N", "C", "C", "C", "H", "H", "N", "H", "H", "H", "N", "H", "H", "C", "C", "O", "C", "N", "O", "C", "H", "H", "H", "H", "C", "H", "O", "H", "H", "C", "C", "C", "H", "C", "H", "N", "C", "H", "H", "H", "H", "C", "H", "H", "H", "H", "H", "H", "N", "H", "H", "H"],
  "xyz": [[24.043, -7.745, -10.457], [18.528, -2.499, -16.175], [20.402, -0.609, -15.927], [19.454, -7.943, -16.307], [19.548, -3.551, -17.106], [19.628, -8.931, -10.577], [28.992, -8.688, -15.192], [21.690, -9.491, -12.979], [22.649, -4.887, -6.882], [27.344, -5.729, -17.983], [20.128, -5.393, -10.661], [22.068, -5.679, -19.860], [23.275, -8.131, -9.787], [28.040, -8.552, -15.705], [21.561, 0.905, -11.333], [23.089, 1.488, -11.097], [27.663, 1.240, -18.795], [22.077, -2.841, -17.131], [22.054, -6.518, -20.572], [22.747, -0.154, -18.169], [29.092, -7.876, -13.951], [30.350, -7.020, -18.977], [27.823, -6.432, -19.599], [26.861, -1.850, -18.242], [21.159, -5.235, -11.328], [20.097, -2.996, -14.081], [22.920, -3.601, -10.120], [23.322, -1.344, -12.673], [28.788, -6.535, -13.945], [25.747, -12.809, -12.013], [25.828, -7.278, -15.460], [25.048, -5.702, -20.503], [25.303, -8.343, -10.015], [26.039, -1.362, -17.696], [25.184, -6.294, -8.254], [21.858, -7.486, -15.478], [23.768, -4.926, -13.749], [27.665, -7.399, -18.262], [26.592, -7.662, -10.274], [19.189, -8.950, -17.700], [25.019, -4.494, -15.886], [23.727, -13.081, -13.214], [30.995, -5.385, -16.943], [21.147, -5.312, -19.106], [22.996, -4.233, -14.083], [23.258, -8.373, -16.242], [23.275, -1.852, -11.698], [20.813, -3.265, -13.288], [26.867, -7.816, -11.318], [23.169, -5.751, -13.362], [21.259, -5.058, -16.177], [20.266, 0.455, -17.268], [27.465, -7.964, -9.696], [25.490, -3.624, -15.428], [20.973, -8.026, -11.035], [28.812, -9.329, -12.415], [20.736, -11.958, -12.585], [24.936, -5.257, -8.029], [19.868, -5.769, -15.459], [21.323, -9.297, -9.924], [27.449, -0.988, -19.050], [19.050, -6.669, -12.428], [22.591, 0.547, -11.325], [19.909, -3.773, -15.084], [29.522, -8.569, -12.741], [22.733, -0.143, -10.494], [19.498, -1.932, -13.990], [24.192, -3.681, -18.740], [17.931, -6.404, -10.354], [29.422, -6.150, -18.269], [17.961, -7.446, -10.035], [29.838, -8.341, -15.786], [22.262, -7.951, -16.378], [23.568, -2.107, -16.582], [19.889, -1.314, -17.372], [21.544, -11.655, -11.032], [22.762, 1.650, -13.808], [21.904, -10.289, -13.707], [23.400, -3.580, -19.482], [29.056, -4.792, -16.771], [23.697, -4.603, -8.537], [21.635, -4.229, -8.122], [25.876, -4.770, -8.288], [26.386, -6.599, -10.149], [22.268, -10.873, -16.492], [24.917, -4.164, -10.449], [28.567, -0.870, -20.741], [22.445, -4.937, -7.952], [24.502, -7.130, -13.865], [19.907, -11.576, -11.143], [21.225, 0.957, -13.726], [26.608, -9.797, -13.668], [28.651, -1.378, -19.780], [17.812, -5.729, -9.506], [22.188, -1.848, -15.542], [26.856, 0.689, -20.197], [23.776, -1.871, -13.699], [21.351, -10.164, -16.940], [26.086, 0.623, -18.618], [25.837, -10.173, -15.161], [25.329, -11.472, -13.489], [21.240, -5.446, -14.469], [20.578, -0.555, -17.002], [23.835, -4.091, -9.752], [26.226, -10.143, -8.744], [22.761, -0.114, -12.601], [22.143, -5.971, -8.120], [23.731, -8.023, -11.464], [24.183, -4.148, -16.494], [24.150, -5.383, -21.032], [28.317, -6.161, -14.868], [27.296, -2.965, -18.050], [20.644, -5.025, -15.278], [24.467, -4.598, -21.719], [20.014, -7.417, -17.931], [24.270, -9.896, -9.042], [22.028, -0.733, -17.219], [19.902, -8.260, -17.249], [25.273, -9.492, -9.249], [24.980, -6.722, -14.768], [22.592, -3.159, -18.884], [22.713, 0.123, -14.629], [23.169, -4.896, -20.021], [23.871, -6.196, -21.702], [30.212, -7.133, -20.053], [24.984, -9.310, -13.865], [20.981, -9.871, -11.935], [19.890, -6.301, -13.017], [30.486, -9.074, -12.795], [20.784, -11.291, -11.724], [22.275, 0.675, -13.797], [22.014, -8.281, -13.119], [29.840, -5.418, -17.224], [21.200, -8.842, -16.839], [28.932, -5.911, -12.910], [28.010, -6.399, -18.526], [22.308, 0.746, -18.627], [31.430, -6.905, -18.888], [19.171, -7.751, -12.364], [28.754, -2.462, -19.821], [22.484, -1.993, -16.582], [22.341, -7.209, -17.172], [23.875, -0.533, -18.545], [17.019, -6.335, -10.947], [26.081, -11.022, -11.712], [18.971, -3.494, -16.183], [26.160, -11.873, -12.389], [24.202, -12.113, -13.871], [18.146, -4.175, -16.393], [25.660, -10.137, -14.086], [30.101, -8.050, -18.720], [19.042, -6.014, -11.133], [20.693, -9.047, -10.778], [20.445, -10.561, -17.423], [27.148, -12.133, -12.767], [23.711, -2.828, -20.207], [24.031, -6.656, -10.415], [27.019, 0.435, -19.150], [24.397, -4.426, -13.012], [29.426, -7.851, -11.926], [19.970, -5.024, -9.636], [23.678, -11.563, -14.669], [18.085, -6.515, -12.910], [25.817, -4.930, -16.487], [24.559, -5.472, -14.911], [28.999, -9.730, -14.872], [24.811, -5.344, -6.950], [29.515, -0.907, -19.310]]
}

[3]
{
  "formula": "C4H10OS",
  "method": "ωB97M-V/def2-TZVPD",
  "total_energy_ha": -631.7828,
  "homo_lumo_gap_ev": 9.3,
  "e_lumo_ev": 0.91,
  "elements": ["C", "H", "H", "H", "H", "O", "H", "H", "S", "H", "C", "C", "C", "H", "H", "H"],
  "xyz": [[-2.883, 0.987, -0.242], [-1.923, -0.524, 1.138], [3.282, 0.472, 1.038], [2.812, -1.347, 0.986], [0.372, -0.855, 0.250], [-2.473, -1.358, -0.543], [-3.902, 1.064, 0.109], [0.860, 0.861, 0.136], [2.417, -0.609, -1.025], [-2.815, 1.164, -1.319], [0.807, -0.093, -0.421], [3.377, -0.512, 0.539], [-2.324, -0.352, 0.102], [4.422, -0.730, 0.306], [0.334, 0.004, -1.381], [-2.364, 1.829, 0.329]]
}

[4]
{
  "formula": "C10H18Br4Cl6O",
  "method": "ωB97M-V/def2-TZVPD",
  "total_energy_ha": -13524.2699,
  "homo_lumo_gap_ev": 10.6,
  "e_lumo_ev": 0.45,
  "elements": ["C", "H", "C", "C", "H", "H", "H", "Cl", "Cl", "C", "H", "H", "H", "Cl", "C", "Br", "H", "Br", "Cl", "H", "O", "Cl", "H", "C", "H", "H", "C", "H", "Cl", "C", "H", "H", "C", "Br", "H", "H", "Br", "H", "C"],
  "xyz": [[0.200, -3.940, -1.073], [-1.804, 3.070, -0.807], [-1.074, 2.445, -0.292], [2.127, -0.455, 0.942], [-0.213, 0.456, -0.604], [1.254, -3.725, -1.211], [1.324, 1.555, -1.773], [-0.978, -1.654, 3.182], [-2.119, -0.922, 5.738], [-1.157, 0.990, -0.734], [-1.433, 0.825, -1.778], [-0.394, 2.478, 1.783], [-3.201, 0.734, 0.039], [2.554, -1.894, 1.872], [1.448, 2.303, -2.543], [-0.778, -2.396, -1.762], [-0.012, -3.266, 0.954], [2.439, 3.738, -1.650], [2.362, -0.755, -0.776], [3.143, 1.252, -3.394], [-1.759, 0.997, 1.497], [3.048, 0.948, 1.460], [-2.101, 3.042, 1.562], [-0.204, -4.150, 0.353], [-0.062, -4.779, -1.712], [1.080, -0.250, 1.137], [-2.170, 0.429, 0.255], [-2.121, -0.655, 0.343], [-0.231, 0.854, 4.429], [2.247, 1.783, -3.704], [2.566, 2.576, -4.375], [-2.327, 0.167, 3.651], [-1.528, -0.318, 4.194], [1.151, 0.520, -4.683], [-0.108, 2.925, -0.465], [-1.242, -4.451, 0.431], [0.899, -5.551, 1.127], [0.502, 2.730, -2.854], [-1.327, 2.344, 1.241]]
}

[5]
{
  "formula": "C21H35BN3O16P2",
  "method": "ωB97M-V/def2-TZVPD",
  "total_energy_ha": -2897.3496,
  "homo_lumo_gap_ev": 8.1,
  "total_charge": -1,
  "e_lumo_ev": 1.03,
  "elements": ["H", "H", "C", "H", "C", "H", "H", "C", "C", "H", "O", "C", "C", "C", "H", "O", "O", "H", "C", "H", "O", "O", "H", "C", "O", "C", "H", "H", "H", "N", "H", "H", "H", "H", "O", "O", "H", "C", "O", "P", "H", "O", "H", "H", "H", "H", "N", "H", "H", "C", "H", "H", "C", "O", "C", "C", "H", "C", "H", "C", "O", "H", "P", "H", "H", "O", "H", "C", "O", "N", "O", "B", "H", "C", "C", "H", "O", "C"],
  "xyz": [[1.709, -1.171, 2.749], [4.892, 1.703, -3.641], [-2.580, -0.080, -1.134], [1.417, 1.211, 2.771], [-1.641, -1.199, -1.592], [7.633, 2.224, -1.841], [-1.858, 3.198, 2.816], [-1.455, -2.309, -0.538], [-6.201, -2.843, -3.027], [0.663, -2.005, -0.759], [-4.625, -4.436, -2.432], [2.305, -0.478, 0.772], [2.263, 1.049, 3.432], [3.473, 0.396, 1.290], [4.153, 1.502, 2.834], [-6.640, -1.823, -3.473], [-6.302, -6.186, -2.723], [3.002, 1.856, 5.271], [2.462, 2.215, 4.392], [-1.418, 1.183, -2.447], [-6.862, -8.249, -2.018], [-6.576, -6.987, 0.635], [-0.186, -2.539, 2.098], [1.633, -1.476, 1.712], [4.567, 2.339, -2.990], [-2.309, 2.477, -1.038], [-2.079, -2.082, 0.327], [4.894, 0.396, -0.971], [-2.459, 0.085, -0.063], [4.344, 3.933, 1.678], [-1.781, -3.254, -0.968], [-0.456, -0.936, 1.470], [2.870, 3.655, -1.328], [-0.942, 3.082, 1.310], [6.891, 1.813, -2.307], [-6.893, -3.829, -2.478], [3.051, 3.012, 3.941], [-0.007, -2.444, -0.015], [-3.525, 1.588, 1.977], [3.260, 3.282, 0.779], [5.715, 1.355, 0.298], [-6.075, -5.181, -0.614], [1.501, 2.587, 4.744], [-1.330, 2.547, -0.571], [-0.678, -0.758, -1.866], [1.524, 4.072, 1.717], [2.481, 1.292, -0.802], [2.827, 0.662, -1.520], [-3.155, 1.366, -2.650], [4.962, 1.376, -0.490], [-2.179, 4.343, 1.502], [4.361, -0.219, 1.125], [-6.565, -7.109, -1.809], [2.827, 4.139, -0.493], [-6.415, -6.448, -0.421], [-2.978, 2.364, 1.247], [2.751, -1.062, -0.037], [-1.916, 3.312, 1.737], [0.250, -3.504, 0.055], [1.504, 0.571, 0.023], [-3.795, -2.595, -3.415], [2.190, -2.415, 1.640], [5.554, 2.518, -1.754], [-3.610, -0.403, -1.290], [-2.052, -1.648, -2.497], [1.848, 3.183, 1.521], [2.008, 0.183, 4.046], [3.582, 1.566, 0.167], [-3.353, 2.490, -0.046], [3.515, 0.724, 2.708], [0.373, 0.912, 0.117], [-5.977, -4.909, -2.059], [-2.447, 3.361, -1.665], [-2.366, 1.231, -1.908], [0.182, -1.812, 1.371], [5.193, 3.385, 1.733], [5.768, 3.895, -1.312], [-4.712, -3.246, -2.997]]
}

[6]
{
  "formula": "C2H3BrO2",
  "method": "ωB97M-V/def2-TZVPD",
  "total_energy_ha": -2802.4201,
  "homo_lumo_gap_ev": 9.7,
  "e_lumo_ev": -0.42,
  "elements": ["H", "H", "O", "O", "Br", "H", "C", "C"],
  "xyz": [[-1.591, 1.213, 1.343], [-0.007, -0.975, -0.769], [-0.066, 0.102, 1.111], [-1.362, 0.667, -0.684], [1.780, 0.550, -1.388], [1.441, -1.400, 0.247], [0.913, -0.716, -0.381], [-1.108, 0.558, 0.521]]
}

[7]
{
  "formula": "C31H32GeI2N3O3W",
  "method": "ωB97M-V/def2-TZVPD",
  "total_energy_ha": -4329.9822,
  "homo_lumo_gap_ev": 5.9,
  "total_charge": -1,
  "e_lumo_ev": 2.52,
  "elements": ["C", "C", "H", "C", "H", "C", "O", "C", "C", "C", "C", "H", "C", "H", "W", "H", "H", "I", "C", "H", "Ge", "H", "I", "C", "H", "H", "C", "H", "C", "H", "C", "H", "H", "H", "H", "H", "N", "C", "H", "C", "C", "C", "H", "N", "H", "C", "C", "H", "H", "C", "C", "H", "C", "C", "N", "C", "H", "C", "H", "H", "H", "C", "O", "H", "C", "H", "H", "C", "O", "C", "H", "H", "C"],
  "xyz": [[-2.070, -3.092, -2.732], [-2.128, 2.802, -2.962], [0.409, -0.665, -2.515], [-2.733, -1.758, -0.140], [-1.373, -3.590, -2.059], [4.085, 1.789, -1.644], [0.838, 1.070, 0.993], [2.376, 2.870, 2.399], [1.349, 1.758, -2.005], [-0.753, 2.673, -2.983], [3.417, 2.993, -1.842], [4.216, -3.804, -2.470], [-0.123, 1.817, -2.078], [3.254, 5.002, 4.878], [0.163, -0.665, 0.187], [-1.684, -2.102, -2.975], [-0.150, 3.218, -3.694], [0.413, -4.093, 0.295], [-2.474, -0.306, 1.886], [4.595, -2.401, -1.454], [2.311, -2.186, -2.678], [-5.571, -3.327, -1.149], [2.830, -1.242, 1.244], [0.341, 1.491, 2.110], [3.450, -3.602, -0.877], [-2.720, 0.644, -0.450], [2.010, 0.523, -1.835], [-3.931, 2.143, -1.950], [0.653, 2.989, 4.087], [-0.312, 2.663, 4.449], [-3.639, -2.519, -0.941], [3.696, -2.150, -4.830], [5.156, 1.784, -1.481], [-2.622, 3.462, -3.663], [2.740, 2.441, 1.475], [1.719, -4.060, -4.252], [-1.250, 0.067, 1.676], [-5.404, -2.217, 0.698], [3.617, -0.499, -4.196], [1.196, -3.653, -3.384], [1.418, 3.895, 4.801], [-4.567, -1.453, 1.466], [-2.971, 0.134, 2.747], [-0.795, 1.045, 2.564], [-1.142, -2.543, 1.742], [3.048, -1.413, -4.351], [-0.098, -2.349, 1.498], [3.942, -0.326, -1.458], [1.049, 4.289, 5.740], [1.251, -0.764, -1.810], [2.047, 2.968, -2.018], [0.213, -3.324, -3.717], [-4.930, -2.737, -0.506], [3.398, 0.591, -1.640], [-0.844, 1.068, -1.205], [-2.855, 2.074, -2.027], [-2.191, -3.677, -3.643], [1.130, 2.476, 2.883], [0.550, -2.433, 2.363], [1.065, -4.453, -2.657], [-4.912, -1.010, 2.392], [3.802, -3.080, -1.763], [-1.493, -1.544, -0.554], [4.105, 4.081, 2.746], [-2.173, 1.224, -1.180], [1.500, 3.897, -2.119], [-6.423, -2.406, 1.008], [3.135, 3.779, 3.119], [-3.380, -3.023, -2.180], [-3.240, -1.212, 1.063], [3.953, 3.934, -1.835], [2.228, -1.191, -5.038], [2.657, 4.293, 4.317]]
}

[8]
{
  "formula": "C5H10N",
  "method": "ωB97M-V/def2-TZVPD",
  "total_energy_ha": -250.9266,
  "homo_lumo_gap_ev": 9.9,
  "total_charge": 1,
  "e_lumo_ev": -4.39,
  "elements": ["H", "C", "H", "C", "N", "H", "H", "C", "C", "H", "H", "H", "H", "H", "C", "H"],
  "xyz": [[2.307, -0.603, -2.059], [-0.736, 0.550, 0.378], [-1.185, -1.796, -1.052], [-1.267, -0.771, -0.730], [2.092, -0.490, -1.073], [2.169, -1.416, -0.662], [2.849, 0.066, -0.686], [0.143, 0.929, 1.469], [-2.038, -0.197, 0.426], [-0.075, 1.980, 1.694], [-2.909, 0.374, 0.123], [1.193, 0.863, 1.188], [-0.059, 0.363, 2.377], [0.247, 0.638, -1.705], [-0.472, 0.322, -0.983], [-2.258, -0.812, 1.294]]
}

[9]
{
  "formula": "CH9N5",
  "method": "ωB97M-V/def2-TZVPD",
  "total_energy_ha": -317.2183,
  "homo_lumo_gap_ev": 10.1,
  "e_lumo_ev": 1.05,
  "elements": ["N", "C", "N", "N", "H", "H", "N", "H", "H", "N", "H", "H", "H", "H", "H"],
  "xyz": [[0.853, 0.410, -0.085], [-0.568, 0.389, 0.191], [-1.039, -0.904, 0.650], [1.315, -0.680, -0.846], [0.921, -1.568, -0.522], [-1.363, -1.448, -0.143], [1.469, 0.445, 1.251], [2.438, 0.709, 1.096], [-0.672, 1.383, -1.650], [-1.231, 0.732, -1.110], [-0.751, 1.156, 0.956], [1.474, -0.489, 1.670], [-1.804, -0.797, 1.303], [-2.126, 1.180, -0.943], [1.085, -0.516, -1.819]]
}

no.,HOMO (eV)
1,-9.511
2,-8.387
3,-8.413
4,-10.110
5,-7.082
6,-10.094
7,-3.396
8,-14.262
9,-9.071